1.
{"formula": "C2H8NS", "method": "ωB97M-V with the def2-TZVPD basis set", "homo_lumo_gap_ev": 5.82, "e_above_lowest_kj_mol": 52.9, "homo_energy_ev": -2.33, "charge": -1, "symbols": ["S", "H", "C", "C", "N", "H", "H", "H", "H", "H", "H", "H"], "positions_angstrom": [[-4.6340, -1.7511, 1.5640], [-4.6190, -0.8994, 0.5249], [1.2129, -0.6202, 0.4352], [1.0654, 0.8373, -0.0099], [0.6134, 0.8923, -1.3769], [0.5081, -1.2224, -0.1558], [2.2211, -0.9942, 0.2681], [0.8556, -0.8013, 1.4517], [0.3445, 1.2662, 0.6944], [2.0112, 1.3678, 0.0764], [0.0439, 0.1360, -1.7120], [0.3770, 1.7890, -1.7602]], "forces_ev_per_angstrom": [[0.03, 0.00, 0.00], [0.00, 0.01, -0.01], [-0.50, -0.26, -0.46], [-0.72, -0.47, 0.55], [0.77, -0.03, -0.71], [0.30, 0.01, -0.02], [-0.03, -0.16, 0.14], [0.50, 0.25, 0.07], [0.04, 0.41, -0.08], [0.09, 0.12, 0.12], [-0.27, 0.12, 0.25], [-0.21, 0.02, 0.14]], "mulliken_charge": [-0.93, -0.07, -0.98, -0.12, -0.52, 0.29, 0.24, 0.29, 0.23, 0.23, 0.17, 0.16]}

---

2.
{"formula": "C3H4N2O3", "method": "ωB97M-V with the def2-TZVPD basis set", "homo_lumo_gap_ev": 9.60, "e_above_lowest_kj_mol": 552.8, "homo_energy_ev": -9.99, "symbols": ["N", "C", "C", "N", "O", "O", "H", "H", "C", "O", "H", "H"], "positions_angstrom": [[2.3100, 0.8215, -1.3871], [1.3002, 0.2849, -1.2670], [0.1139, -0.3807, -0.9953], [-1.0164, 0.2487, -0.8649], [-1.2461, 1.4194, -1.0778], [-2.1247, -0.4900, -0.5003], [-0.0020, -1.4422, -0.8834], [-2.8386, 0.2000, -0.2535], [0.9130, -0.2039, 1.8281], [0.5682, -1.3507, 1.8481], [1.7222, 0.2164, 1.3054], [0.3003, 0.6766, 2.2477]], "forces_ev_per_angstrom": [[0.07, 0.01, -0.13], [0.62, 0.59, -0.15], [-1.48, -1.65, 0.15], [-0.85, 0.93, -0.43], [0.14, 1.20, 0.18], [-0.94, 0.23, 0.64], [0.54, -0.19, 0.18], [1.82, -1.11, -0.75], [-2.34, 1.22, 0.77], [0.28, 0.09, 0.25], [1.95, -0.08, -0.86], [0.19, -1.23, 0.16]], "mulliken_charge": [-0.43, 0.38, -0.57, 0.87, -0.67, -0.47, 0.48, 0.40, -0.11, -0.38, 0.29, 0.21]}

---

3.
{"formula": "C8H22O4", "method": "ωB97M-V with the def2-TZVPD basis set", "homo_lumo_gap_ev": [2.01, 8.28], "multiplicity": 2, "homo_energy_ev": [0.71, -5.63], "charge": -1, "symbols": ["C", "C", "C", "C", "C", "C", "C", "C", "H", "H", "H", "H", "H", "H", "H", "H", "H", "H", "H", "H", "H", "H", "H", "H", "O", "H", "H", "O", "H", "H", "O", "H", "H", "O"], "positions_angstrom": [[0.4651, 0.8550, 1.6412], [-0.2722, 1.4583, 0.4512], [-1.2450, 0.4563, -0.0621], [-2.5048, 0.4052, 0.3562], [-0.7448, -0.6675, -0.9748], [0.0248, -1.6864, -0.1245], [1.3358, -1.9210, -0.1618], [1.7353, -2.9306, 0.8815], [1.3376, 0.4046, 1.1620], [1.0180, 1.3845, 2.4144], [-0.0211, 0.0556, 2.2095], [0.4641, 1.9438, -0.1860], [-0.8034, 2.3961, 0.7162], [-3.3308, -0.2251, 0.1188], [-2.8846, 1.2012, 0.9988], [-0.2305, -0.1660, -1.7837], [-1.5055, -1.2039, -1.5781], [-0.6707, -2.1279, 0.5866], [1.9533, -1.5494, -0.9679], [2.7306, -3.4066, 0.8188], [1.7145, -2.7155, 1.9546], [1.1848, -3.8492, 0.6095], [-0.8190, 1.5140, -3.3081], [-0.7479, -0.0779, -3.4907], [-1.2808, 0.7161, -3.5652], [0.9986, -2.8168, -3.5051], [-0.3521, -3.1929, -2.7737], [0.3988, -2.5826, -2.7797], [-1.5596, 2.1542, 2.2790], [-2.2033, 2.2778, 3.6486], [-1.5767, 2.7104, 3.0608], [2.2429, 3.8773, 1.1996], [2.9935, 3.4906, -0.0924], [2.1550, 3.8184, 0.2466]], "forces_ev_per_angstrom": [[2.16, -1.16, 0.18], [-0.55, 1.94, 1.46], [-0.91, -1.93, -1.35], [-0.27, 1.91, 0.88], [0.23, -0.10, 0.04], [-0.04, 1.87, -1.38], [-1.55, -0.53, 1.25], [1.71, -2.22, -0.54], [-0.18, -0.71, 0.13], [-0.68, 1.39, -0.07], [-0.39, 0.12, -0.51], [0.08, -0.89, -0.74], [-0.28, -0.51, 0.14], [0.21, -1.01, -0.66], [0.19, 0.17, 0.12], [1.11, -0.29, 0.41], [-0.27, 0.39, 0.92], [0.47, -0.26, 0.23], [0.13, 0.08, 0.31], [0.27, 0.82, -0.52], [-0.77, 0.47, -0.26], [-0.42, 0.37, 0.78], [0.56, -0.29, 0.13], [0.55, 0.05, -0.06], [-1.22, 0.31, -0.61], [-0.31, -0.37, -0.27], [0.05, -0.39, -0.42], [0.25, 0.68, 0.11], [0.08, -0.14, -0.13], [0.02, 0.03, 0.01], [-0.22, 0.21, 0.45], [0.10, -0.09, 0.14], [0.01, -0.05, 0.13], [-0.12, 0.13, -0.29]], "mulliken_charge": [-1.15, -1.47, 1.71, -0.98, -1.90, -0.81, 0.03, -1.51, 0.25, 0.41, 0.38, 0.29, 0.65, 0.36, 0.31, 0.07, 0.20, 0.05, 0.61, 0.43, 0.32, 0.36, 0.35, 0.44, -0.75, -0.29, -0.06, 0.88, 0.19, 0.28, -0.67, 0.32, 0.34, -0.69]}

---

Copy entry 1 word for word.
{"formula": "C2H8NS", "method": "ωB97M-V with the def2-TZVPD basis set", "homo_lumo_gap_ev": 5.82, "e_above_lowest_kj_mol": 52.9, "homo_energy_ev": -2.33, "charge": -1, "symbols": ["S", "H", "C", "C", "N", "H", "H", "H", "H", "H", "H", "H"], "positions_angstrom": [[-4.6340, -1.7511, 1.5640], [-4.6190, -0.8994, 0.5249], [1.2129, -0.6202, 0.4352], [1.0654, 0.8373, -0.0099], [0.6134, 0.8923, -1.3769], [0.5081, -1.2224, -0.1558], [2.2211, -0.9942, 0.2681], [0.8556, -0.8013, 1.4517], [0.3445, 1.2662, 0.6944], [2.0112, 1.3678, 0.0764], [0.0439, 0.1360, -1.7120], [0.3770, 1.7890, -1.7602]], "forces_ev_per_angstrom": [[0.03, 0.00, 0.00], [0.00, 0.01, -0.01], [-0.50, -0.26, -0.46], [-0.72, -0.47, 0.55], [0.77, -0.03, -0.71], [0.30, 0.01, -0.02], [-0.03, -0.16, 0.14], [0.50, 0.25, 0.07], [0.04, 0.41, -0.08], [0.09, 0.12, 0.12], [-0.27, 0.12, 0.25], [-0.21, 0.02, 0.14]], "mulliken_charge": [-0.93, -0.07, -0.98, -0.12, -0.52, 0.29, 0.24, 0.29, 0.23, 0.23, 0.17, 0.16]}